Molecular formula: C52H59CsN2P4S2Te
Method: DFT, ωB97M-V/def2-TZVPD

Geometry as XYZ:
```
121
Properties=species:S:1:pos:R:3
Cs -0.591 0.287 0.245
S -2.871 3.002 -0.943
P -2.813 3.016 1.065
C -1.331 2.734 1.780
P -0.960 2.082 3.245
S -0.797 0.036 3.511
C -1.949 2.671 4.698
C -2.129 4.043 4.847
C -2.934 4.552 5.853
C -3.573 3.686 6.732
C -3.389 2.316 6.599
C -2.577 1.811 5.592
C 0.699 2.708 3.755
C 1.327 3.667 2.969
C 2.587 4.145 3.312
C 3.221 3.677 4.453
C 2.593 2.725 5.248
C 1.343 2.240 4.896
C -4.080 1.824 1.676
C -4.633 1.925 2.951
C -5.459 0.925 3.445
C -5.739 -0.193 2.673
C -5.197 -0.300 1.399
C -4.381 0.704 0.901
C -3.534 4.637 1.553
C -2.670 5.687 1.843
C -3.160 6.945 2.161
C -4.530 7.167 2.200
C -5.401 6.129 1.899
C -4.905 4.877 1.565
H -1.649 4.718 4.151
H -3.076 5.624 5.937
H -4.214 4.075 7.516
H -3.890 1.634 7.278
H -2.445 0.744 5.459
H 0.802 3.997 2.077
H 3.074 4.883 2.683
H 4.205 4.048 4.721
H 3.087 2.348 6.137
H 0.862 1.472 5.492
H -4.405 2.779 3.578
H -5.870 1.017 4.445
H -6.377 -0.979 3.061
H -5.415 -1.164 0.781
H -3.996 0.647 -0.114
H -1.603 5.485 1.824
H -2.470 7.752 2.385
H -4.917 8.146 2.461
H -6.473 6.295 1.917
H -5.589 4.078 1.308
C 0.069 -3.446 -2.782
P 1.200 -2.195 -2.094
C 2.444 -3.373 -1.320
N 2.894 -4.366 -2.043
C 3.799 -5.220 -1.488
C 4.320 -6.278 -2.263
C 5.235 -7.136 -1.715
C 5.657 -6.973 -0.379
C 5.159 -5.955 0.388
C 4.218 -5.059 -0.161
N 3.718 -4.053 0.609
C 2.866 -3.220 0.066
P 2.144 -1.872 1.138
C 1.461 -2.930 2.465
C 3.651 -1.096 1.941
C 4.640 -0.702 0.843
C 3.100 0.175 2.603
C 4.353 -1.943 3.003
C 2.145 -1.615 -3.620
C 3.497 -1.064 -3.165
C 1.297 -0.469 -4.189
C 2.335 -2.655 -4.725
H 0.585 -4.262 -3.288
H -0.603 -2.918 -3.460
H -0.570 -3.831 -1.987
H 3.970 -6.370 -3.284
H 5.644 -7.949 -2.302
H 6.379 -7.667 0.034
H 5.458 -5.801 1.418
H 2.170 -3.668 2.838
H 0.570 -3.435 2.086
H 1.131 -2.268 3.270
H 4.144 -0.147 0.042
H 5.134 -1.572 0.406
H 5.411 -0.051 1.267
H 2.764 0.901 1.858
H 3.880 0.653 3.205
H 2.244 -0.027 3.254
H 4.648 -2.914 2.616
H 3.709 -2.093 3.872
H 5.250 -1.417 3.351
H 3.381 -0.345 -2.349
H 3.975 -0.543 -4.001
H 4.173 -1.855 -2.834
H 1.142 0.325 -3.454
H 0.311 -0.821 -4.513
H 1.797 -0.037 -5.062
H 2.839 -3.547 -4.365
H 2.935 -2.215 -5.531
H 1.374 -2.941 -5.159
C -0.293 -0.587 -8.577
C -1.015 -0.757 -7.267
C -1.408 -2.006 -6.815
C -2.076 -2.177 -5.602
C -2.528 -3.562 -5.226
C -2.341 -1.069 -4.780
Te -3.183 -1.274 -2.843
C -1.974 0.212 -5.250
C -2.241 1.447 -4.441
C -1.326 0.342 -6.472
H -0.053 -1.555 -9.020
H 0.644 -0.037 -8.450
H -0.897 -0.031 -9.302
H -1.199 -2.883 -7.424
H -3.617 -3.594 -5.134
H -2.157 -3.857 -4.245
H -2.207 -4.293 -5.973
H -3.280 1.489 -4.113
H -1.996 2.347 -5.011
H -1.667 1.447 -3.510
H -1.042 1.338 -6.804
```

Net charge: -2
Orbital gap in Eh: 0.16059
Highest occupied orbital energy in hartree: -0.0551
Relative energy (zero: lowest compared OMol25 entry of this formula, charge and spin) in kJ/mol: 13.1
E_LUMO in eV: 2.872
Maximum force in eV/A: 0.9